(1)
A structure of composition C50H112N22NiO26 at a distorted geometry, computed with ωB97M-V/def2-TZVPD.

Element x y z (Å)
1 Ni -2.756 0.008 1.989
2 O 2.522 1.643 -1.085
3 O 1.294 -2.997 1.611
4 O -3.764 3.086 -3.166
5 O -2.894 -3.965 0.202
6 O -3.756 1.363 3.364
7 O -0.344 3.924 5.438
8 O 6.633 1.682 1.105
9 O 5.914 1.290 -4.101
10 O -1.115 1.338 1.745
11 O -1.805 -0.772 3.699
12 O 1.378 2.261 -5.917
13 O -3.810 1.125 0.502
14 O 2.424 7.355 3.496
15 O 1.577 -5.616 -0.575
16 O -0.422 -3.748 -3.839
17 O -2.418 6.297 2.653
18 O -1.926 -0.901 0.311
19 O 5.255 -2.230 -0.045
20 O 4.547 -2.980 -3.907
21 O 1.498 -0.089 -2.748
22 O -4.407 -1.149 2.587
23 O -8.440 -1.384 0.543
24 O -0.451 -5.304 3.973
25 O 0.446 5.787 -3.331
26 O 1.462 -0.648 5.709
27 O -4.970 -3.965 -2.543
28 N 7.343 -2.239 0.681
29 N -1.897 1.936 4.530
30 N -6.296 -2.382 2.265
31 N -0.673 -3.765 -0.079
32 N -8.328 -3.070 -0.989
33 N 3.570 6.534 1.638
34 N 0.954 -5.788 2.198
35 N 1.644 -2.786 -3.973
36 N 4.710 0.648 0.267
37 N 1.108 1.418 4.727
38 N -1.714 -2.931 3.167
39 N -1.660 4.025 -2.938
40 N 1.453 -2.729 3.847
41 N -5.258 2.217 -0.725
42 N 2.302 4.519 -3.071
43 N 0.570 5.874 5.165
44 N -3.383 4.626 1.364
45 N 5.700 -1.255 -3.139
46 N 0.781 0.111 -5.631
47 N -3.032 -2.753 -2.616
48 N 3.683 1.628 -3.755
49 N 3.022 -3.925 -0.858
50 C -0.729 -7.405 2.737
51 C -3.902 -3.644 -3.115
52 C 0.176 4.730 4.632
53 C -4.921 1.661 0.477
54 C -1.692 -5.897 -0.719
55 C -3.215 2.038 4.255
56 C 0.732 1.563 0.337
57 C -3.913 6.963 0.957
58 C -3.543 -4.356 -4.458
59 C -1.833 -4.470 -0.147
60 C 1.600 -2.325 2.569
61 C 5.039 -1.864 -4.070
62 C -0.337 -0.594 -1.297
63 C 5.441 1.660 0.810
64 C 4.893 -1.234 -5.528
65 C -5.169 -1.760 1.783
66 C 1.411 1.223 -0.832
67 C -1.671 -1.951 4.061
68 C 1.425 -5.119 -4.680
69 C -5.012 -1.900 0.306
70 C 0.828 0.122 -1.718
71 C -4.065 3.097 5.024
72 C 0.876 5.127 -1.141
73 C 0.366 4.480 3.185
74 C 0.497 1.045 7.046
75 C -8.238 -1.816 -0.564
76 C -8.113 -0.756 -1.670
77 C 0.763 1.038 -7.902
78 C 0.792 -3.791 -4.108
79 C 4.535 2.825 1.045
80 C 1.058 0.526 5.748
81 C 2.686 -5.214 -0.980
82 C -1.668 -2.264 5.573
83 C -0.027 -6.072 3.057
84 C 3.483 7.027 2.913
85 C 5.992 -2.628 0.815
86 C 1.192 5.179 -2.564
87 C -2.525 3.010 -3.327
88 C -3.176 5.886 1.791
89 C 1.031 1.185 -6.434
90 C -5.961 1.679 1.536
91 C 3.890 -6.108 -1.503
92 C 5.609 -3.564 1.933
93 C -0.470 0.973 0.748
94 C 2.243 -0.983 2.454
95 C 4.656 2.346 -5.854
96 C -1.884 1.832 -3.955
97 C -0.891 -0.274 -0.063
98 C 4.812 1.673 -4.489
99 C 4.893 7.336 3.545
100 H -0.591 1.098 6.858
101 H -6.146 2.766 -0.795
102 H 2.629 -2.836 -4.133
103 H 1.188 2.310 1.035
104 H 5.166 6.692 4.358
105 H 0.849 0.208 -4.662
106 H 6.124 -0.369 -3.346
107 H -4.041 4.624 0.585
108 H 5.460 1.973 -6.444
109 H 5.023 3.728 0.608
110 H -3.154 -2.426 -1.674
111 H 1.235 -5.990 -4.063
112 H 3.555 1.169 -2.896
113 H -4.187 7.734 1.614
114 H -5.163 -2.978 0.044
115 H 1.505 -1.971 4.549
116 H 4.644 -5.450 -1.885
117 H -6.494 0.724 1.513
118 H 1.458 4.759 3.146
119 H -5.593 -1.176 -0.304
120 H -5.468 1.757 2.478
121 H 7.886 -2.162 1.536
122 H 0.953 6.681 4.752
123 H 0.332 5.870 6.161
124 H 1.748 5.292 -0.465
125 H -4.612 2.194 -1.498
126 H -2.214 0.897 -3.478
127 H 6.428 -4.130 2.221
128 H -0.878 -2.908 6.022
129 H -2.389 1.724 -4.913
130 H 2.598 -0.998 1.494
131 H -6.686 2.406 1.318
132 H -1.378 1.407 3.847
133 H -0.119 5.220 2.549
134 H -2.930 3.762 1.706
135 H -8.861 0.079 -1.460
136 H 3.526 -6.822 -2.149
137 H 1.656 1.122 -8.468
138 H -2.651 -6.189 -1.242
139 H 4.783 -4.266 1.666
140 H -4.145 -3.856 -5.200
141 H 3.523 2.794 0.639
142 H 0.883 -5.192 -5.661
143 H 5.362 -2.951 2.785
144 H 0.080 1.854 -8.119
145 H -7.069 -2.413 1.624
146 H -8.242 -3.828 -0.350
147 H -3.774 -5.430 -4.484
148 H 7.419 -1.422 0.124
149 H 5.033 -2.015 -6.227
150 H -1.647 -6.565 0.150
151 H 1.380 -0.264 2.481
152 H 5.146 -0.176 -0.006
153 H -0.707 -1.416 -1.889
154 H 0.131 3.502 2.778
155 H 1.403 1.114 3.814
156 H -1.489 -7.058 1.993
157 H -4.172 3.907 4.378
158 H -0.847 1.982 -4.074
159 H 2.441 -4.991 -4.862
160 H 0.242 5.967 -0.879
161 H 1.123 -6.384 1.416
162 H -2.500 -4.194 -4.685
163 H -0.796 4.287 -3.343
164 H 1.334 -1.917 -3.502
165 H 2.976 -0.621 3.128
166 H -3.981 -1.661 0.108
167 H 2.389 -3.368 -0.339
168 H 3.886 -0.795 -5.724
169 H -8.266 -1.248 -2.654
170 H 0.686 -0.810 -6.080
171 H 4.489 6.324 1.273
172 H -1.401 2.726 4.937
173 H -7.910 -3.213 -1.911
174 H 0.645 0.340 7.902
175 H -1.193 -7.772 3.637
176 H -2.107 4.836 -2.613
177 H -2.573 -2.915 5.694
178 H -0.805 -5.908 -1.290
179 H 5.702 7.322 2.794
180 H 2.862 6.607 0.946
181 H 2.851 1.953 -4.222
182 H 4.788 3.445 -5.811
183 H 0.179 -4.231 -0.309
184 H 5.691 -0.554 -5.808
185 H 0.806 -3.542 4.014
186 H -5.098 2.746 5.196
187 H 0.782 2.071 7.443
188 H 0.263 0.032 -8.183
189 H -1.778 -2.755 2.148
190 H 4.953 8.344 4.012
191 H 0.806 2.417 4.916
192 H -0.736 -2.740 0.072
193 H 2.284 4.284 -4.059
194 H -2.134 -2.511 -3.000
195 H -0.083 -8.160 2.281
196 H 4.080 -6.604 -0.541
197 H -6.527 -1.997 3.147
198 H 1.223 -4.810 2.059
199 H 3.979 -3.577 -0.983
200 H 0.401 4.193 -0.839
201 H 3.760 0.853 0.029
202 H 5.853 -1.670 -2.283
203 H -1.796 -1.325 6.213
204 H -3.670 3.395 5.988
205 H 2.707 3.765 -2.523
206 H -3.219 7.199 0.171
207 H 4.334 3.046 2.127
208 H -1.461 -3.833 3.492
209 H -4.776 6.554 0.428
210 H -7.138 -0.358 -1.652
211 H 3.735 2.105 -6.384

Output
highest occupied orbital energy (alpha / beta) = -8.0 / -8.0 eV
2S+1 = 3
E_LUMO (alpha / beta) = -0.4 / -0.4 eV

=====

(2)
A cluster of 9 separate species, C50H114O16 in total at a distorted geometry, computed with ωB97M-V/def2-TZVPD.

Element x y z (Å)
1 O 2.429 4.723 0.599
2 O 1.104 0.808 -1.170
3 O 1.843 -5.697 -2.062
4 O 2.981 3.949 3.501
5 O -2.609 -0.126 4.598
6 O -3.336 4.703 -0.488
7 O -0.301 -4.579 -3.826
8 O -1.907 -2.192 2.172
9 O 5.769 -1.814 -4.186
10 O -3.955 3.451 2.040
11 O 2.844 0.934 4.825
12 O -1.323 -1.901 6.777
13 O -2.919 4.668 4.753
14 O 2.475 -0.814 -0.223
15 O -3.137 -3.591 -3.040
16 O 3.500 -1.869 -4.588
17 C 1.261 1.755 -0.101
18 C -3.224 3.235 4.522
19 C -5.020 0.601 -0.082
20 C -3.978 5.489 0.627
21 C -3.463 -2.134 -2.995
22 C 4.874 -3.397 -5.782
23 C -0.091 3.147 -5.568
24 C 0.023 1.698 -4.830
25 C 5.690 -0.679 -3.275
26 C -0.913 -1.894 5.448
27 C -3.406 -1.104 3.838
28 C -4.902 1.182 -2.619
29 C -1.031 -3.715 -4.615
30 C -3.846 4.866 2.014
31 C -1.904 4.560 -0.285
32 C 1.807 -5.842 -3.447
33 C 2.886 -5.716 5.502
34 C 3.063 -5.850 6.998
35 C 4.641 -2.322 -4.689
36 C 0.727 4.688 -3.562
37 C 1.244 -1.432 -2.178
38 C 3.018 5.366 -0.544
39 C 1.451 -4.660 3.619
40 C -3.020 -1.302 2.322
41 C 2.618 -6.646 -1.369
42 C 2.416 5.590 1.772
43 C 2.437 -4.286 2.492
44 C 1.671 -0.451 -1.130
45 C -1.217 -0.516 4.769
46 C 1.908 4.778 3.039
47 C -0.643 -2.873 7.463
48 C 2.973 3.561 4.868
49 C 2.500 0.834 3.459
50 C 1.083 -4.707 -4.203
51 C 5.320 -1.210 -1.892
52 C -3.465 2.211 -6.100
53 C 1.429 0.172 -6.447
54 C -2.549 -4.023 -4.312
55 C -3.919 1.730 -3.638
56 C 1.753 -4.044 1.108
57 C -4.358 1.515 -5.083
58 C -1.784 4.898 5.495
59 C -1.537 -2.498 0.868
60 C 0.005 1.711 0.824
61 C -4.311 1.335 -1.169
62 C 3.538 2.142 5.209
63 C -4.303 2.958 3.358
64 C 0.042 0.582 -5.872
65 C -0.407 4.275 -4.557
66 C 1.961 -4.635 5.117
67 H 5.925 -3.670 -5.880
68 H 2.446 -6.700 5.336
69 H 1.382 -0.562 -7.251
70 H -2.922 1.312 -3.496
71 H 0.357 -0.985 -2.627
72 H 2.510 -3.715 5.317
73 H -0.697 0.301 5.270
74 H 4.604 2.135 4.978
75 H -0.609 -3.888 7.068
76 H 2.135 -0.264 -5.740
77 H -1.224 3.946 -3.915
78 H -4.750 0.957 0.912
79 H 2.424 6.196 -0.928
80 H -3.743 2.073 -7.145
81 H -3.802 -1.877 -1.991
82 H -0.851 -3.303 1.131
83 H 3.127 -5.126 2.408
84 H -1.508 4.147 -1.213
85 H -0.824 1.539 -4.163
86 H -0.884 -3.937 -5.672
87 H 1.378 -6.788 -3.776
88 H 2.275 -7.657 -1.587
89 H 0.880 3.225 -6.055
90 H -2.581 -1.513 -3.150
91 H -4.305 -0.497 3.948
92 H 2.581 -4.124 0.404
93 H 3.178 4.714 -1.402
94 H -5.014 5.734 0.393
95 H 2.832 -5.858 -3.817
96 H 3.986 5.733 -0.205
97 H -4.119 2.351 -0.824
98 H -3.775 2.795 -3.454
99 H 0.817 1.594 -4.090
100 H 3.084 -4.837 7.401
101 H 3.423 5.926 2.021
102 H 1.638 1.469 3.253
103 H 2.004 -0.131 3.359
104 H -3.888 -1.632 1.750
105 H 0.691 -3.882 3.689
106 H 0.961 -5.586 3.317
107 H 3.991 -6.406 7.130
108 H 3.561 4.243 5.481
109 H 1.671 5.090 -3.927
110 H -4.448 1.878 3.369
111 H -5.105 0.130 -2.821
112 H 1.041 -4.980 -5.257
113 H -0.916 1.785 0.245
114 H 0.016 0.773 1.380
115 H -1.769 5.950 5.776
116 H 0.388 5.376 -2.786
117 H 3.804 -5.604 4.925
118 H -4.521 0.441 -5.179
119 H 4.294 -3.166 -6.676
120 H -2.340 2.710 4.160
121 H -2.937 5.192 2.520
122 H 1.305 -3.051 1.067
123 H 3.667 -6.565 -1.652
124 H 1.199 -4.670 5.896
125 H -0.887 5.112 -5.063
126 H 3.620 2.083 6.294
127 H -1.659 4.363 6.436
128 H -1.147 -2.803 4.895
129 H -0.553 -0.188 -5.381
130 H 1.951 3.637 5.241
131 H 0.954 -2.309 -1.598
132 H 3.072 -3.487 2.876
133 H -5.316 1.993 -5.288
134 H 5.613 -0.497 -1.121
135 H -3.613 6.516 0.621
136 H -1.135 -1.683 0.267
137 H -4.242 -2.011 -3.747
138 H 0.405 -2.585 7.554
139 H 2.258 -6.361 7.528
140 H 6.756 -0.474 -3.172
141 H -3.516 -1.960 4.503
142 H -0.934 4.693 4.845
143 H -1.374 5.510 -0.225
144 H 0.979 -4.780 0.891
145 H 5.215 0.259 -3.561
146 H -5.882 1.632 -2.780
147 H -6.044 0.934 -0.253
148 H -3.432 3.255 -5.786
149 H -2.687 -5.103 -4.354
150 H -4.571 5.346 2.671
151 H 1.008 4.227 2.769
152 H 5.753 -2.172 -1.621
153 H -0.945 -2.964 8.506
154 H -3.176 -3.633 -5.114
155 H 1.238 2.777 -0.478
156 H 4.244 -1.345 -2.010
157 H 4.412 -4.244 -5.273
158 H 1.578 -3.749 -4.040
159 H 0.993 3.787 -3.008
160 H 2.014 -1.649 -2.917
161 H -0.592 0.961 -6.674
162 H -2.455 1.806 -6.038
163 H 2.091 1.617 0.592
164 H 2.565 -6.437 -0.300
165 H -4.704 -0.442 -0.078
166 H -2.814 -0.289 1.977
167 H -2.268 -2.922 0.180
168 H -0.742 -2.693 -4.368
169 H 0.166 -1.985 5.322
170 H -0.901 3.104 -6.296
171 H 0.097 2.520 1.548
172 H 3.337 0.842 2.761
173 H 1.976 1.020 -6.857
174 H -5.304 3.287 3.637
175 H -1.677 4.005 0.625
176 H 1.779 6.439 1.525
177 H -3.686 2.847 5.430
178 H 1.674 5.468 3.850
179 H -3.292 0.974 -1.030
180 H -0.744 -0.580 3.789

Output
highest occupied orbital energy (alpha / beta) = -10.9 / -10.9 eV
2S+1 = 2
E_LUMO (alpha / beta) = -2.3 / -8.7 eV
charge = +1